99
Properties=species:S:1:pos:R:3:forces:R:3:lowdin_charge:R:1 method="wB97M-V/def2-TZVPD" e_homo_ev=-12.3 gap_ev=4.006 fmax_ha_per_bohr=0.0290 total_charge=+2
Sb -1.026 2.442 -0.672 0.3 -0.2 0.6 1.667
Pd 0.439 0.275 0.558 -1.1 0.0 -1.0 0.781
Br -3.878 -5.806 -0.753 0.0 0.0 0.0 0.792
Si 1.459 -3.799 2.372 0.2 -0.2 -0.2 0.502
Si 2.934 -3.399 -0.831 -0.1 -0.1 0.1 0.499
O -0.076 -0.621 -1.286 0.8 0.4 0.5 -0.169
O -1.241 -1.218 0.459 0.1 -0.4 0.4 -0.087
N 2.457 1.121 -0.101 0.5 -0.4 0.2 0.030
N 0.499 1.234 4.632 0.0 0.0 -0.1 0.136
N 0.332 0.668 2.538 0.3 0.5 0.0 -0.048
C -0.948 -1.391 -0.748 -0.1 -0.1 -0.1 -0.614
C 2.454 -2.297 -2.255 0.1 -0.1 0.1 -0.149
C -1.841 -3.631 -3.633 0.0 0.1 0.0 -0.043
C -0.133 -3.091 3.034 0.1 0.0 0.0 -0.143
C -2.612 -4.591 -2.994 -0.1 -0.1 0.2 -0.094
C -2.313 -3.443 -0.894 -0.1 -0.2 0.0 -0.060
C -3.947 3.327 -1.107 -0.1 -0.1 -0.1 -0.098
C -1.165 4.008 -3.317 0.1 0.0 0.0 -0.099
C -3.663 1.316 0.345 0.0 0.0 -0.1 -0.110
C 1.139 3.786 -2.389 0.0 -0.1 0.0 -0.111
C 1.397 -5.647 2.156 0.0 0.2 0.2 -0.158
C -2.841 -4.496 -1.625 0.1 0.1 -0.1 -0.673
C 2.764 -5.211 -1.226 0.1 0.2 0.0 -0.151
C -3.160 2.029 -0.912 0.0 0.4 -0.1 -0.686
C -0.799 0.827 4.448 -0.1 -0.1 -0.1 -0.043
C -1.149 5.481 0.030 0.0 0.0 0.1 -0.099
C -0.894 0.476 3.144 -0.2 -0.1 0.1 -0.133
C 2.583 1.507 3.298 0.1 0.1 -0.1 0.009
C -0.818 4.143 0.694 -0.2 0.3 -0.3 -0.699
C 0.626 4.164 1.184 0.0 0.0 0.0 -0.134
C 0.052 1.830 -3.472 0.0 0.0 0.0 -0.116
C 4.615 -2.952 -0.080 -0.2 0.0 -0.1 -0.128
C -0.192 3.066 -2.609 -0.2 0.2 0.0 -0.685
C -1.739 3.925 1.892 0.1 -0.1 0.0 -0.110
C 1.160 1.130 3.467 0.1 0.0 -0.1 -0.368
C 2.986 -3.219 3.332 -0.2 0.0 -0.1 -0.130
C -1.536 -2.491 -1.542 0.0 0.1 -0.2 -0.152
C -1.295 -2.581 -2.913 0.0 0.0 0.1 -0.026
C -3.343 1.134 -2.133 0.0 -0.1 0.0 -0.097
C 1.867 -2.957 0.697 -0.3 -0.1 0.0 0.080
H 0.634 -5.963 1.446 0.0 0.0 -0.1 0.046
H -1.521 4.687 2.644 0.0 0.1 0.0 0.096
H -2.875 0.154 -2.008 0.0 0.0 0.0 0.070
H 1.118 -6.064 3.128 0.0 -0.1 0.0 0.052
H -2.142 5.498 -0.416 0.0 0.0 0.0 0.069
H -2.792 4.023 1.636 -0.1 0.0 0.0 0.069
H -0.691 -1.828 -3.401 0.0 0.0 0.0 0.116
H 2.986 1.022 2.415 0.0 0.0 0.0 0.054
H -0.427 5.759 -0.736 0.0 0.0 -0.1 0.066
H -1.333 4.932 -2.762 0.0 0.0 0.0 0.075
H 0.047 -2.423 3.874 0.1 0.1 0.1 0.036
H -3.774 4.052 -0.316 0.0 0.0 0.1 0.057
H -2.961 1.586 -3.047 0.0 0.0 0.0 0.061
H -4.413 0.966 -2.286 0.0 0.0 0.0 0.101
H 2.594 2.066 0.247 -0.1 0.0 0.0 0.040
H 1.340 4.342 0.377 0.0 0.0 0.0 0.064
H 0.884 3.231 1.690 0.0 0.0 0.0 0.031
H -4.672 0.945 0.147 0.0 0.0 0.0 0.098
H 2.822 -3.593 4.346 0.0 0.0 0.0 0.058
H 3.258 -5.859 -0.508 0.0 0.0 0.1 0.039
H -1.515 0.823 5.247 -0.1 0.0 0.0 0.131
H -1.587 2.949 2.360 0.0 0.0 0.0 0.053
H 1.516 4.125 -3.357 0.0 0.0 -0.1 0.099
H 2.448 -1.243 -1.989 0.0 0.1 0.1 0.016
H -3.744 3.804 -2.066 0.1 0.0 0.0 0.075
H 3.154 -2.440 -3.078 0.1 0.0 0.0 0.055
H 1.055 4.664 -1.754 0.0 0.0 0.0 0.057
H 0.636 2.129 -4.346 0.0 0.0 -0.1 0.096
H -1.125 6.269 0.788 0.0 0.1 0.0 0.096
H -2.505 -3.356 0.166 0.0 0.0 0.0 0.112
H -5.014 3.089 -1.087 -0.1 0.0 0.0 0.099
H 3.303 0.606 0.131 0.0 0.0 -0.1 0.043
H 3.915 -3.644 2.965 0.1 -0.1 -0.1 0.032
H 0.747 4.979 1.902 0.0 0.0 0.1 0.099
H 0.896 1.573 5.494 0.0 0.0 0.0 0.179
H -1.731 0.081 2.595 -0.1 0.0 0.0 0.102
H -1.673 -3.707 -4.697 0.0 0.0 0.0 0.118
H 4.746 -1.892 0.126 0.0 0.1 0.0 0.034
H 2.348 -6.089 1.875 0.1 0.0 -0.1 0.038
H -3.038 -5.413 -3.552 0.0 0.0 0.0 0.113
H 5.340 -3.230 -0.849 0.0 0.0 0.0 0.059
H 1.725 -5.523 -1.324 -0.1 0.0 0.0 0.045
H -3.731 1.993 1.196 0.1 0.0 0.0 0.072
H -3.046 0.459 0.615 0.0 0.0 0.0 0.044
H -0.692 -2.532 2.285 0.0 0.0 -0.1 0.006
H 3.239 -5.369 -2.197 0.0 -0.1 0.0 0.051
H 1.457 -2.536 -2.620 -0.1 -0.1 0.0 0.022
H -2.126 3.535 -3.512 0.0 0.0 0.0 0.061
H 2.424 1.175 -1.116 -0.1 0.0 0.0 0.035
H 1.906 3.131 -1.967 0.0 0.0 0.0 0.057
H 2.691 2.587 3.182 0.0 0.0 0.0 0.094
H -0.770 -3.902 3.383 0.0 -0.1 0.0 0.051
H 4.851 -3.514 0.817 0.0 -0.1 0.1 0.031
H 1.423 -1.942 0.657 0.3 -0.1 0.0 0.001
H 0.597 1.044 -2.947 0.1 0.0 0.0 0.046
H 3.085 -2.137 3.388 0.0 0.1 0.0 0.031
H -0.876 1.390 -3.837 0.0 0.0 0.0 0.075
H 3.178 1.201 4.156 0.0 0.0 0.0 0.096
H -0.745 4.282 -4.287 0.0 0.0 -0.1 0.099